1.
A molecular structure, C37H34FN2O4ReS4SbTe. Source: the Open Molecules 2025 dataset; level of theory: ωB97M-V with the def2-TZVPD basis set.

CARTESIAN COORDINATES (ANGSTROEM)
Re (-1.452, -1.459, -1.794)
C (4.350, 3.738, -1.815)
C (4.447, 2.571, -2.787)
C (5.827, 1.941, -2.862)
C (6.213, 1.346, -1.517)
C (5.133, 0.426, -1.013)
C (5.420, -0.556, -0.092)
C (4.429, -1.434, 0.343)
F (4.753, -2.356, 1.247)
C (3.151, -1.387, -0.139)
C (2.829, -0.401, -1.081)
C (1.495, -0.338, -1.637)
O (0.638, -1.227, -1.305)
C (1.220, 0.712, -2.525)
C (2.226, 1.607, -2.859)
N (3.458, 1.521, -2.399)
C (3.809, 0.519, -1.495)
C (-0.103, 0.961, -3.115)
O (-0.406, 1.949, -3.712)
O (-1.017, -0.039, -2.962)
H (5.122, 4.472, -2.044)
H (4.482, 3.413, -0.782)
H (3.383, 4.233, -1.900)
H (4.146, 2.896, -3.782)
H (6.541, 2.703, -3.171)
H (5.829, 1.165, -3.630)
H (6.397, 2.135, -0.784)
H (7.144, 0.786, -1.603)
H (6.424, -0.668, 0.298)
H (2.407, -2.087, 0.211)
H (2.007, 2.421, -3.539)
S (-4.146, -4.816, -0.705)
Sb (-3.687, -4.114, -2.724)
S (-3.523, -1.519, -2.410)
S (-1.018, -3.353, -2.604)
S (-4.112, -4.567, -4.819)
C (-6.882, 2.825, 3.571)
C (-5.695, 2.077, 3.045)
C (-4.530, 1.955, 3.793)
C (-3.421, 1.251, 3.340)
C (-2.199, 1.205, 4.228)
C (-3.506, 0.669, 2.062)
Te (-1.677, -0.371, 1.739)
N (-1.479, -1.771, 0.164)
C (-0.436, -2.603, 0.707)
O (0.278, -2.150, 1.574)
C (-0.369, -4.048, 0.341)
C (0.644, -4.556, -0.470)
C (0.739, -5.926, -0.663)
C (-0.161, -6.781, -0.042)
C (-1.153, -6.272, 0.782)
C (-1.259, -4.903, 0.979)
C (-0.647, 1.226, 0.846)
C (-1.354, 2.034, -0.045)
C (-0.728, 3.119, -0.632)
C (0.594, 3.393, -0.307)
C (1.282, 2.588, 0.587)
C (0.682, 1.482, 1.193)
C (1.468, 0.663, 2.180)
C (-4.649, 0.788, 1.277)
C (-4.732, 0.170, -0.074)
C (-5.729, 1.491, 1.786)
H (-6.687, 3.244, 4.556)
H (-7.747, 2.164, 3.645)
H (-7.152, 3.640, 2.898)
H (-4.476, 2.422, 4.768)
H (-2.381, 1.798, 5.122)
H (-1.316, 1.641, 3.749)
H (-1.955, 0.195, 4.565)
H (1.354, -3.888, -0.940)
H (1.521, -6.324, -1.295)
H (-0.081, -7.849, -0.192)
H (-1.845, -6.939, 1.277)
H (-2.030, -4.507, 1.629)
H (-2.403, 1.851, -0.248)
H (-1.272, 3.751, -1.321)
H (1.082, 4.260, -0.731)
H (2.302, 2.834, 0.857)
H (2.247, 1.273, 2.635)
H (1.944, -0.188, 1.693)
H (0.850, 0.265, 2.986)
H (-3.751, 0.186, -0.543)
H (-5.419, 0.706, -0.726)
H (-5.061, -0.871, -0.015)
H (-6.620, 1.586, 1.176)

Values from the calculation:
* Kohn-Sham gap (alpha / beta): 5.78 / 5.60 eV
* ΔE to the lowest compared entry with this formula, charge and spin: 45.6 kcal per mole
* net charge: +2
* spin multiplicity: 2

=====

2.
2 unconnected molecules or ions with the total composition C5H6NS in a non-equilibrium geometry. Source: the Open Molecules 2025 dataset; level of theory: ωB97M-V with the def2-TZVPD basis set.

CARTESIAN COORDINATES (ANGSTROEM)
C (0.054, -1.521, -0.287)
C (-2.723, 2.317, 0.205)
C (-1.672, 2.570, -0.375)
C (1.356, -1.511, -0.450)
C (2.294, -0.793, 0.482)
N (-1.105, -1.403, -0.041)
S (-2.573, -1.150, 0.184)
H (-3.624, 2.023, 0.717)
H (-0.851, 2.996, -0.864)
H (1.838, -1.782, -1.440)
H (1.577, -0.353, 1.269)
H (2.385, 0.095, -0.147)
H (3.044, -1.486, 0.746)

Values from the calculation:
* Kohn-Sham gap: 6.39 eV
* ΔE to the lowest compared entry with this formula, charge and spin: 118.6 kcal per mole
* net charge: +1

=====

3.
A molecular structure, C9H27N12O15Pb2 in a non-equilibrium geometry. Source: the Open Molecules 2025 dataset; level of theory: ωB97M-V with the def2-TZVPD basis set.

CARTESIAN COORDINATES (ANGSTROEM)
Pb (3.037, 1.532, -5.387)
Pb (0.122, -3.826, 2.616)
O (-4.094, -1.136, 5.687)
C (-3.237, -1.569, 4.856)
O (-3.149, -2.750, 4.613)
O (-2.548, -0.766, 4.223)
H (-4.208, -1.941, 6.197)
O (-0.130, 1.034, -0.898)
C (0.564, -0.082, -1.025)
O (1.058, -0.188, -2.148)
O (0.785, -0.814, -0.101)
H (-0.464, 1.029, 0.002)
O (1.725, 5.516, -0.844)
C (3.005, 5.258, -1.118)
O (3.952, 5.854, -0.565)
O (3.108, 4.454, -2.024)
H (1.488, 4.830, -1.471)
C (-4.096, 3.803, 1.797)
O (-4.462, 4.920, 1.390)
N (-4.476, 2.742, 1.280)
N (-3.254, 3.662, 2.773)
H (-5.200, 2.698, 0.578)
H (-4.238, 1.951, 1.861)
H (-3.041, 4.455, 3.361)
H (-3.119, 2.701, 3.052)
C (-1.993, 3.984, -4.924)
O (-1.068, 3.410, -5.346)
N (-2.708, 4.896, -5.617)
N (-2.520, 3.779, -3.770)
H (-3.535, 5.189, -5.116)
H (-2.603, 4.933, -6.620)
H (-3.408, 4.245, -3.650)
H (-2.020, 3.243, -3.074)
C (4.991, -4.186, 1.239)
O (4.038, -4.714, 1.712)
N (6.198, -4.525, 1.451)
N (4.982, -3.087, 0.621)
H (6.201, -5.325, 2.067)
H (6.874, -3.774, 1.420)
H (5.812, -2.818, 0.112)
H (4.109, -2.634, 0.389)
C (4.292, 2.456, 3.437)
O (3.505, 1.898, 4.172)
N (4.684, 3.652, 3.390)
N (4.887, 1.932, 2.425)
H (4.598, 4.373, 4.092)
H (4.970, 3.989, 2.482)
H (5.661, 2.396, 1.972)
H (4.461, 1.063, 2.137)
C (0.694, -6.499, -1.924)
O (0.301, -6.291, -0.754)
N (1.243, -5.614, -2.654)
N (0.630, -7.610, -2.597)
H (1.301, -4.736, -2.158)
H (1.245, -5.581, -3.664)
H (1.181, -7.567, -3.442)
H (0.268, -8.438, -2.145)
C (-4.170, -2.296, -0.506)
O (-3.188, -2.911, -0.125)
N (-4.197, -1.401, -1.446)
N (-5.305, -2.380, 0.095)
H (-4.828, -0.650, -1.208)
H (-3.312, -1.140, -1.857)
H (-5.311, -2.670, 1.062)
H (-6.089, -1.958, -0.381)

Values from the calculation:
* Kohn-Sham gap: 2.76 eV
* net charge: +1

=====

4.
A molecular structure, C26H32BBr15N3S2 in a non-equilibrium geometry. Source: the Open Molecules 2025 dataset; level of theory: ωB97M-V with the def2-TZVPD basis set.

CARTESIAN COORDINATES (ANGSTROEM)
C (-0.722, -3.305, -0.646)
C (-1.588, -2.124, -1.081)
N (-2.823, -2.086, -0.770)
C (-0.894, -1.051, -1.875)
B (-1.661, 0.406, -2.096)
C (-2.275, 0.470, -3.630)
C (-3.317, -0.576, -3.913)
N (-3.808, -0.834, -5.068)
C (-0.614, 1.671, -1.907)
C (0.042, 1.732, -0.528)
C (-0.841, 2.483, 0.496)
S (-1.570, 1.292, 1.659)
C (-2.245, 2.274, 2.917)
S (-3.537, 1.762, 3.771)
N (-1.566, 3.517, 3.122)
C (-0.347, 3.351, 3.879)
C (-0.218, 2.476, 4.951)
C (0.986, 2.399, 5.636)
C (2.062, 3.188, 5.267)
C (1.939, 4.055, 4.192)
C (0.734, 4.132, 3.507)
C (-2.414, 4.569, 3.637)
C (-2.610, 4.818, 4.985)
C (-3.413, 5.868, 5.402)
C (-4.032, 6.685, 4.465)
C (-3.857, 6.415, 3.116)
C (-3.053, 5.367, 2.697)
H (0.343, -3.085, -0.693)
H (-0.930, -4.159, -1.297)
H (-1.008, -3.603, 0.365)
H (-3.061, -2.925, -0.235)
H (0.079, -0.929, -1.379)
H (-0.665, -1.472, -2.864)
H (-2.582, 0.587, -1.304)
H (-2.717, 1.455, -3.818)
H (-1.470, 0.261, -4.344)
H (-3.693, -1.191, -3.094)
H (-3.376, -0.195, -5.744)
H (-1.177, 2.589, -2.116)
H (0.159, 1.597, -2.688)
H (0.223, 0.731, -0.127)
H (1.007, 2.246, -0.585)
H (-0.220, 3.153, 1.084)
H (-1.625, 3.054, 0.003)
H (-1.060, 1.863, 5.250)
H (1.085, 1.718, 6.472)
H (2.996, 3.138, 5.811)
H (2.755, 4.695, 3.885)
H (0.626, 4.806, 2.667)
H (-2.135, 4.198, 5.734)
H (-3.523, 6.045, 6.465)
H (-4.635, 7.514, 4.812)
H (-4.351, 7.037, 2.380)
H (-2.919, 5.170, 1.641)
C (-0.247, -2.329, -6.134)
Br (0.692, -0.803, -5.453)
Br (0.352, -2.807, -7.908)
Br (-0.127, -3.818, -4.928)
H (-1.293, -2.061, -6.207)
C (3.474, -6.144, -4.755)
Br (2.099, -7.229, -5.551)
Br (3.560, -4.405, -5.555)
Br (3.271, -6.046, -2.847)
H (4.417, -6.635, -4.948)
C (5.368, -8.133, -8.253)
Br (4.736, -9.531, -9.411)
Br (5.485, -8.727, -6.429)
Br (7.037, -7.401, -8.865)
H (4.637, -7.336, -8.282)
C (0.000, 5.108, 9.358)
Br (0.428, 4.002, 10.876)
Br (1.147, 6.651, 9.265)
Br (0.047, 4.098, 7.713)
H (-1.006, 5.470, 9.506)
C (5.796, -8.984, -1.863)
Br (7.044, -9.711, -0.595)
Br (6.582, -7.589, -2.917)
Br (5.032, -10.350, -2.982)
H (4.985, -8.541, -1.302)

Values from the calculation:
* Kohn-Sham gap: 6.27 eV
* net charge: -1

=====

5.
A molecular structure, C4H9NO2 in a non-equilibrium geometry. Source: the Open Molecules 2025 dataset; level of theory: ωB97M-V with the def2-TZVPD basis set.

CARTESIAN COORDINATES (ANGSTROEM)
C (0.602, 2.210, 1.240)
O (-0.192, 1.193, 0.707)
C (0.234, 0.808, -0.562)
C (-0.628, -0.296, -1.024)
N (-0.421, -1.447, 0.400)
C (-0.246, -2.559, -0.285)
O (-0.253, -2.484, -1.511)
H (1.653, 1.894, 1.321)
H (0.556, 3.118, 0.621)
H (0.209, 2.427, 2.233)
H (1.283, 0.459, -0.558)
H (0.173, 1.642, -1.283)
H (-0.398, -0.480, -2.099)
H (-1.698, -0.173, -0.933)
H (-0.423, -1.474, 1.439)
H (-0.099, -3.530, 0.207)

Values from the calculation:
* Kohn-Sham gap: 10.35 eV
* ΔE to the lowest compared entry with this formula, charge and spin: 88.8 kcal per mole

=====

6.
C17H17ClFNO2 in the gas phase in a non-equilibrium geometry. Source: the Open Molecules 2025 dataset; level of theory: ωB97M-V with the def2-TZVPD basis set.

CARTESIAN COORDINATES (ANGSTROEM)
F (-7.556, -1.998, 0.275)
C (-6.515, -1.764, 1.140)
C (-5.200, -1.685, 0.381)
C (-5.194, -0.510, -0.604)
O (-3.994, -0.430, -1.338)
C (-2.877, 0.091, -0.766)
C (-1.731, 0.075, -1.570)
C (-0.544, 0.592, -1.113)
C (-0.454, 1.146, 0.169)
C (0.784, 1.701, 0.672)
N (1.832, 1.714, -0.044)
O (2.948, 2.290, 0.541)
C (4.080, 2.188, -0.307)
C (4.753, 0.840, -0.216)
C (4.054, -0.307, -0.574)
C (4.645, -1.553, -0.479)
C (5.952, -1.650, -0.030)
Cl (6.704, -3.204, 0.082)
C (6.665, -0.519, 0.331)
C (6.058, 0.721, 0.241)
C (-1.597, 1.159, 0.965)
C (-2.795, 0.640, 0.511)
H (-6.744, -0.823, 1.653)
H (-6.512, -2.590, 1.858)
H (-4.386, -1.582, 1.101)
H (-5.046, -2.610, -0.178)
H (-5.401, 0.433, -0.083)
H (-5.973, -0.667, -1.356)
H (-1.813, -0.351, -2.558)
H (0.336, 0.584, -1.736)
H (0.777, 2.111, 1.684)
H (4.753, 2.979, 0.031)
H (3.774, 2.386, -1.342)
H (3.033, -0.218, -0.915)
H (4.099, -2.442, -0.753)
H (7.681, -0.609, 0.682)
H (6.610, 1.604, 0.528)
H (-1.550, 1.583, 1.957)
H (-3.655, 0.677, 1.162)

Values from the calculation:
* SMILES: FCCCOc1ccc(/C=N/OCc2ccc(Cl)cc2)cc1
* Kohn-Sham gap: 8.90 eV
* ΔE to the lowest compared entry with this formula, charge and spin: 0.7 kcal per mole

=====

7.
5 unconnected molecules or ions with the total composition C29H49BCl2F12N3O14P2S in a non-equilibrium geometry. Source: the Open Molecules 2025 dataset; level of theory: ωB97M-V with the def2-TZVPD basis set.

CARTESIAN COORDINATES (ANGSTROEM)
C (-3.849, -0.246, 1.172)
C (-3.481, 1.264, 1.228)
B (-1.956, 1.599, 1.319)
O (-1.386, 2.092, 2.444)
N (-0.950, 1.370, 0.101)
P (-0.170, -0.245, 0.483)
N (0.833, -0.093, 1.644)
C (-1.715, 1.343, -1.184)
C (-0.875, 1.556, -2.460)
C (-1.076, 0.359, -3.452)
O (0.182, -0.157, -3.865)
C (0.286, -1.505, -3.919)
C (1.682, -1.966, -3.673)
O (-0.641, -2.192, -4.148)
N (0.552, 1.696, -2.162)
C (0.900, 2.695, -1.130)
C (0.712, 4.148, -1.651)
C (1.601, 5.271, -1.081)
C (1.326, 5.594, 0.409)
C (2.591, 5.527, 1.262)
S (2.224, 5.779, 2.996)
O (0.816, 5.959, 3.172)
O (3.139, 6.716, 3.557)
Cl (2.701, 3.948, 3.785)
P (2.727, 2.441, -0.635)
O (3.510, 2.872, -2.000)
Cl (2.944, 0.401, -0.719)
C (0.047, 2.491, 0.156)
H (-3.296, -0.791, 0.404)
H (-4.904, -0.334, 0.909)
H (-3.705, -0.716, 2.145)
H (-3.989, 1.767, 0.400)
H (-3.918, 1.674, 2.143)
H (-1.570, 3.021, 2.643)
H (-1.259, -1.073, 0.797)
H (0.350, -0.640, -0.754)
H (0.552, -0.634, 2.456)
H (-2.220, 0.374, -1.222)
H (-2.502, 2.097, -1.155)
H (-1.265, 2.433, -2.991)
H (-1.697, -0.431, -3.024)
H (-1.597, 0.714, -4.346)
H (2.370, -1.365, -4.272)
H (1.958, -1.832, -2.626)
H (1.802, -3.008, -3.962)
H (0.990, 2.027, -3.015)
H (0.847, 4.140, -2.740)
H (-0.324, 4.476, -1.488)
H (1.370, 6.170, -1.657)
H (2.665, 5.086, -1.235)
H (0.941, 6.613, 0.490)
H (0.557, 4.951, 0.836)
H (3.286, 6.324, 0.985)
H (3.133, 4.585, 1.175)
H (3.008, 2.759, -2.818)
H (0.684, 2.362, 1.034)
H (-0.556, 3.389, 0.301)
C (4.766, -3.702, -8.276)
C (5.526, -2.416, -8.509)
O (4.701, -1.262, -8.222)
C (4.613, -0.907, -6.955)
O (5.129, -1.427, -6.009)
C (3.740, 0.358, -6.832)
F (2.625, 0.265, -7.564)
F (4.417, 1.438, -7.235)
F (3.381, 0.547, -5.555)
H (3.843, -3.710, -8.857)
H (5.375, -4.553, -8.575)
H (4.504, -3.818, -7.224)
H (5.801, -2.310, -9.556)
H (6.436, -2.370, -7.913)
C (-3.379, -3.969, -5.429)
C (-4.033, -5.323, -5.271)
O (-4.313, -5.595, -3.880)
C (-5.416, -5.052, -3.391)
O (-6.205, -4.365, -3.968)
C (-5.579, -5.460, -1.911)
F (-4.419, -5.352, -1.246)
F (-5.992, -6.729, -1.828)
F (-6.476, -4.681, -1.309)
H (-2.486, -3.900, -4.809)
H (-3.096, -3.804, -6.468)
H (-4.058, -3.172, -5.126)
H (-3.365, -6.121, -5.588)
H (-4.949, -5.402, -5.855)
C (0.362, 3.539, 6.622)
C (0.759, 2.226, 7.255)
O (-0.229, 1.803, 8.221)
C (-1.283, 1.169, 7.739)
O (-1.503, 0.892, 6.595)
C (-2.222, 0.768, 8.898)
F (-2.385, 1.772, 9.762)
F (-1.703, -0.278, 9.560)
F (-3.415, 0.415, 8.425)
H (0.195, 4.296, 7.388)
H (1.142, 3.888, 5.947)
H (-0.560, 3.435, 6.048)
H (1.683, 2.330, 7.820)
H (0.903, 1.441, 6.514)
C (-0.066, -2.736, 8.061)
C (-0.340, -4.004, 7.287)
O (-0.393, -3.737, 5.864)
C (0.769, -3.675, 5.238)
O (1.862, -3.822, 5.697)
C (0.528, -3.405, 3.740)
F (-0.399, -2.436, 3.560)
F (0.085, -4.505, 3.125)
F (1.644, -3.006, 3.139)
H (-0.806, -1.974, 7.816)
H (-0.111, -2.936, 9.131)
H (0.921, -2.337, 7.826)
H (-1.318, -4.409, 7.534)
H (0.405, -4.772, 7.487)

Values from the calculation:
* Kohn-Sham gap: 9.09 eV
* net charge: +1

=====

8.
5 unconnected molecules or ions with the total composition C2H16N2O4 in a non-equilibrium geometry. Source: the Open Molecules 2025 dataset; level of theory: ωB97M-V with the def2-TZVPD basis set.

CARTESIAN COORDINATES (ANGSTROEM)
C (0.149, 0.440, 2.115)
N (-0.068, 0.927, 0.737)
C (1.117, 1.333, -0.104)
N (1.080, 0.755, -1.404)
H (0.439, -0.617, 1.962)
H (1.054, 0.940, 2.467)
H (-0.711, 0.634, 2.740)
H (-0.555, 0.123, 0.305)
H (2.060, 1.108, 0.398)
H (0.918, 2.412, -0.138)
H (1.313, -0.235, -1.395)
H (0.097, 0.762, -1.682)
H (-0.067, -2.898, -0.616)
H (-0.983, -2.204, -1.671)
O (-0.213, -2.074, -1.090)
H (2.183, -2.612, 0.113)
H (3.226, -2.660, -0.948)
O (2.838, -3.233, -0.285)
H (-3.840, -0.895, -0.100)
H (-3.107, 0.010, 0.879)
O (-3.804, -0.659, 0.847)
H (-1.264, 2.612, -0.310)
H (-0.547, 3.258, -1.573)
O (-1.315, 2.772, -1.246)

Values from the calculation:
* Kohn-Sham gap (alpha / beta): 11.26 / 6.21 eV
* ΔE to the lowest compared entry with this formula, charge and spin: 34.3 kcal per mole
* net charge: +1
* spin multiplicity: 2